1.
The following is a quantum chemistry calculation of 4 unconnected molecules or ions with the total composition C3H14O4 at a distorted geometry, from the OMol25 dataset.

CARTESIAN COORDINATES (ANGSTROEM)
1 C -1.477 -0.163 1.405
2 C 0.051 -0.287 1.282
3 C 0.686 0.946 0.680
4 O 0.428 -1.376 0.435
5 H -1.899 -1.090 1.024
6 H -1.874 0.631 0.773
7 H -1.849 -0.143 2.423
8 H 0.439 -0.548 2.272
9 H 0.309 1.785 1.215
10 H 0.367 1.006 -0.348
11 H 1.767 0.946 0.811
12 H -0.061 -2.185 0.615
13 H 2.573 3.393 -3.895
14 H 1.734 2.118 -3.921
15 O 2.130 2.784 -4.493
16 H -3.727 -2.398 3.068
17 H -2.478 -3.139 2.696
18 O -3.265 -2.748 2.298
19 H 2.117 0.280 -2.029
20 H 1.596 -0.010 -3.370
21 O 2.433 0.200 -2.940

Results
E_tot = -423.629220 a.u.
HOMO level = -10.40 eV
ΔE to the lowest compared entry with this formula, charge and spin = 103.3 kJ/mol
charge = 0

These are the Löwdin partial charges, in e, on atoms 1 to 2: number 1, C, carries -0.05; number 2, C, carries -0.48

=====

2.
The following is a quantum chemistry calculation of 2 unconnected molecules or ions with the total composition C4H14N2O at a distorted geometry, from the OMol25 dataset.

CARTESIAN COORDINATES (ANGSTROEM)
1 C 0.245 -1.321 -1.058
2 C 0.189 -0.202 0.034
3 C -0.167 1.086 -0.659
4 C 0.233 1.621 -1.792
5 N -0.844 2.016 0.355
6 N 0.956 -2.550 -0.564
7 H -0.798 -1.586 -1.232
8 H 0.585 -0.925 -1.988
9 H -0.496 -0.495 0.821
10 H 1.175 -0.131 0.504
11 H 0.107 2.667 -2.042
12 H 0.979 1.144 -2.415
13 H -1.800 1.665 0.472
14 H -0.933 3.001 0.102
15 H -0.361 1.842 1.229
16 H 1.974 -2.423 -0.590
17 H 0.733 -2.669 0.411
18 H 0.758 -3.322 -1.202
19 H -0.296 0.525 3.609
20 H -1.398 -0.322 3.190
21 O -0.840 0.380 2.814

Results
E_tot = -344.914922 a.u.
HOMO level = -18.57 eV
ΔE to the lowest compared entry with this formula, charge and spin = 91.9 kJ/mol
charge = +2

These are the Löwdin partial charges, in e, on atoms 1 to 2: number 1, C, carries -0.11; number 2, C, carries -0.13

=====

3.
The following is a quantum chemistry calculation of a single C6H10 molecule, from the OMol25 dataset.

CARTESIAN COORDINATES (ANGSTROEM)
1 C -2.098 -0.673 0.824
2 C -1.022 0.330 0.609
3 C 0.355 -0.351 -1.048
4 C 0.307 -0.262 0.543
5 C 1.480 0.740 0.430
6 C 1.112 0.986 -1.045
7 H -1.838 -1.742 0.733
8 H -2.976 -0.442 0.210
9 H -2.427 -0.491 1.860
10 H -0.584 -0.423 -1.605
11 H 0.984 -1.207 -1.309
12 H 0.484 -1.217 1.064
13 H 1.460 1.598 1.107
14 H 2.442 0.225 0.521
15 H 1.920 1.119 -1.769
16 H 0.400 1.809 -1.126

Results
E_tot = -234.460661 a.u.
HOMO level = -8.01 eV
ΔE to the lowest compared entry with this formula, charge and spin = 372.4 kJ/mol
charge = 0

These are the Löwdin partial charges, in e, on atoms 1 to 2: number 1, C, carries -0.16; number 2, C, carries 0.00

=====

4.
The following is a quantum chemistry calculation of a single C2H5NOS molecule at a distorted geometry, from the OMol25 dataset.

CARTESIAN COORDINATES (ANGSTROEM)
1 C 0.978 -0.308 0.155
2 C 0.257 0.933 -0.075
3 N -0.578 -1.158 0.399
4 O -2.536 0.466 -0.249
5 S -1.297 0.000 -0.778
6 H 1.452 -0.684 -0.641
7 H 1.569 -0.432 0.957
8 H -0.070 1.566 0.765
9 H 0.673 1.700 -0.679
10 H -0.448 -2.084 0.146

Results
E_tot = -607.277140 a.u.
HOMO level = -9.06 eV
ΔE to the lowest compared entry with this formula, charge and spin = 340.5 kJ/mol
charge = 0

These are the Löwdin partial charges, in e, on atoms 1 to 2: number 1, C, carries -0.15; number 2, C, carries -0.30

=====

5.
The following is a quantum chemistry calculation of a molecular structure, C47H60BN6OPS3Zn, from the OMol25 dataset.

CARTESIAN COORDINATES (ANGSTROEM)
1 Zn 0.138 0.082 0.693
2 C -4.151 2.049 -1.873
3 C -3.197 1.287 -2.731
4 C -3.304 1.270 -4.081
5 C -2.376 0.535 -4.869
6 N -1.440 -0.173 -4.308
7 N -1.320 -0.181 -2.957
8 B -0.301 -1.217 -2.448
9 N -0.735 -2.166 -1.379
10 N -0.705 -2.691 -2.623
11 C -1.022 -3.927 -2.907
12 C -1.408 -4.716 -1.788
13 C -1.470 -4.213 -0.521
14 C -1.866 -5.053 0.639
15 C -1.125 -2.821 -0.270
16 S -1.146 -2.161 1.259
17 C -0.936 -4.437 -4.327
18 C -1.984 -3.695 -5.172
19 C -1.216 -5.937 -4.395
20 C 0.475 -4.143 -4.863
21 N 1.198 -0.910 -2.648
22 N 1.446 -0.622 -3.937
23 C 2.671 -0.457 -4.353
24 C 3.759 -0.587 -3.460
25 C 3.532 -0.847 -2.143
26 C 4.654 -0.960 -1.165
27 C 2.176 -1.006 -1.713
28 S 1.893 -1.375 -0.073
29 C 2.853 -0.087 -5.818
30 C 2.148 1.264 -6.032
31 C 2.228 -1.181 -6.694
32 C 4.328 0.066 -6.192
33 C -2.111 0.556 -2.138
34 S -1.949 0.667 -0.457
35 C -2.487 0.611 -6.382
36 C -3.909 0.248 -6.831
37 C -1.495 -0.308 -7.085
38 C -2.169 2.070 -6.767
39 H -4.872 2.588 -2.484
40 H -3.614 2.752 -1.234
41 H -4.683 1.374 -1.200
42 H -4.102 1.821 -4.557
43 H -1.661 -5.754 -1.950
44 H -2.080 -6.075 0.336
45 H -2.740 -4.622 1.130
46 H -1.066 -5.050 1.382
47 H -2.993 -3.881 -4.796
48 H -1.937 -4.058 -6.199
49 H -1.795 -2.626 -5.169
50 H -2.221 -6.176 -4.043
51 H -0.489 -6.516 -3.822
52 H -1.147 -6.254 -5.434
53 H 0.685 -3.074 -4.835
54 H 0.547 -4.481 -5.897
55 H 1.234 -4.668 -4.279
56 H 4.775 -0.481 -3.813
57 H 5.601 -0.693 -1.629
58 H 4.716 -1.980 -0.782
59 H 4.478 -0.315 -0.304
60 H 1.100 1.206 -5.737
61 H 2.208 1.551 -7.082
62 H 2.630 2.043 -5.437
63 H 1.222 -1.420 -6.355
64 H 2.831 -2.091 -6.661
65 H 2.180 -0.846 -7.730
66 H 4.801 0.877 -5.635
67 H 4.400 0.308 -7.252
68 H 4.889 -0.857 -6.029
69 H -4.150 -0.782 -6.561
70 H -3.972 0.338 -7.916
71 H -4.667 0.904 -6.404
72 H -1.713 -1.359 -6.897
73 H -0.483 -0.095 -6.755
74 H -1.553 -0.139 -8.160
75 H -2.891 2.770 -6.345
76 H -2.192 2.177 -7.851
77 H -1.173 2.350 -6.417
78 C 1.656 3.531 -2.337
79 C 0.728 2.442 -1.841
80 O 1.267 1.757 -0.691
81 H 1.241 3.972 -3.243
82 H 2.645 3.133 -2.566
83 H 1.759 4.326 -1.595
84 H 0.590 1.685 -2.614
85 H -0.249 2.859 -1.584
86 H 1.804 2.396 -0.209
87 C 1.977 3.690 5.953
88 C 2.527 3.529 4.692
89 C 1.912 2.699 3.765
90 C 0.743 2.034 4.110
91 C 0.187 2.194 5.379
92 C 0.806 3.023 6.296
93 P -0.130 0.916 2.971
94 C -0.119 -0.651 3.886
95 C -1.127 -1.152 4.701
96 C -0.961 -2.379 5.330
97 C 0.214 -3.095 5.169
98 C 1.237 -2.584 4.380
99 C 1.067 -1.374 3.733
100 C -1.741 1.733 2.752
101 C -1.621 2.972 2.113
102 C -2.742 3.722 1.816
103 C -4.004 3.239 2.149
104 C -4.128 2.011 2.776
105 C -3.003 1.252 3.075
106 H 2.461 4.336 6.673
107 H 3.439 4.048 4.429
108 H 2.343 2.563 2.780
109 H -0.724 1.674 5.649
110 H 0.380 3.150 7.282
111 H -2.037 -0.592 4.866
112 H -1.754 -2.770 5.953
113 H 0.339 -4.050 5.662
114 H 2.164 -3.131 4.271
115 H 1.863 -0.977 3.109
116 H -0.633 3.350 1.866
117 H -2.639 4.682 1.328
118 H -4.885 3.823 1.919
119 H -5.109 1.639 3.042
120 H -3.129 0.285 3.542

Results
E_tot = -5570.493818 a.u.
HOMO level = -13.04 eV
ΔE to the lowest compared entry with this formula, charge and spin = 0.0 kJ/mol
charge = +2

These are the Löwdin partial charges, in e, on atoms 1 to 2: number 1, Zn, carries 0.22; number 2, C, carries -0.06

=====

no.,orbital gap (eV),lowest unoccupied orbital energy (eV)
1,10.796,0.397
2,11.729,-6.845
3,8.685,0.671
4,9.794,0.736
5,7.614,-5.429